ORCA calculation (ωB97M-V/def2-TZVPD) on a structure of composition C12H20O10Tl.

Its total charge is +1. The calculation puts the HOMO energy at -12.466 eV. For the energy above the lowest of the compared OMol25 structures with the same formula, charge and spin, the calculation gives 0.00 kcal/mol. The frontier orbital gap comes out at 5.157 eV.

Structure (XYZ):
```
43
Properties=species:S:1:pos:R:3:forces:R:3
Tl -2.6346 16.9469 -23.3202 0.1 0.0 -0.1
C -1.5777 21.6651 -25.4208 -0.3 -0.5 0.3
C -2.3279 22.6626 -26.1493 0.4 -0.2 -0.1
C -3.7941 22.4129 -26.3467 -0.2 0.1 -0.2
O -4.5035 23.2468 -26.8463 -0.3 0.4 -0.2
C -4.2923 21.0999 -26.0357 0.2 -0.5 0.5
C -3.5268 20.0683 -25.3782 0.0 0.0 0.1
C -2.1499 20.4526 -24.8727 0.1 0.2 0.0
O -1.5704 19.7121 -24.1046 0.2 0.1 0.0
O -3.9323 18.9467 -25.1514 -0.3 -0.1 -0.2
O -1.7832 23.6275 -26.6186 0.1 0.5 -0.1
H -0.5195 21.8488 -25.2659 0.0 0.0 0.0
H -5.3381 20.9025 -26.2447 0.0 0.0 -0.1
C -6.0196 17.9645 -21.9017 -0.2 -0.6 0.3
C -5.3894 19.3066 -21.6787 0.2 0.3 -0.3
O -3.9685 19.1634 -21.7784 -0.1 0.0 0.1
O -5.5396 17.3366 -23.0866 -0.1 0.0 0.0
H -7.1091 18.0467 -21.9101 0.0 0.1 -0.1
H -5.7778 17.2988 -21.0686 0.1 0.0 -0.1
H -5.6683 19.6910 -20.6973 -0.1 0.0 0.0
H -5.7472 20.0079 -22.4437 0.1 0.0 0.1
H -3.5392 19.8282 -21.2316 0.0 0.0 0.0
H -6.1199 17.5446 -23.8242 0.0 0.1 0.0
C 0.4955 14.7579 -22.1851 0.0 -0.2 -0.3
C 1.1337 16.0782 -22.5173 0.4 0.4 0.6
O 0.3514 16.7538 -23.4927 0.1 -0.2 -0.2
O -0.8941 14.9302 -21.9044 0.1 -0.1 0.3
H 1.0213 14.3042 -21.3435 0.0 0.0 0.0
H 0.5915 14.0743 -23.0357 0.0 0.1 0.0
H 2.1686 15.9064 -22.8344 -0.1 -0.1 -0.3
H 1.2233 16.7085 -21.6217 -0.2 -0.1 0.0
H 0.9175 17.3361 -24.0062 0.0 0.1 0.0
H -1.0704 14.5390 -21.0448 -0.1 0.0 0.0
C -1.7623 15.7414 -26.8341 0.2 -0.1 -0.4
C -1.1790 14.7156 -25.9124 -0.2 -0.2 0.4
O -2.0769 14.5945 -24.7994 0.1 -0.1 -0.1
O -1.7082 16.9926 -26.1509 0.0 0.1 0.1
H -2.7888 15.4699 -27.0943 0.0 0.1 0.1
H -1.1725 15.7679 -27.7569 0.0 0.1 0.1
H -0.1976 15.0541 -25.5690 0.0 0.0 0.0
H -1.0764 13.7490 -26.4099 0.0 0.1 -0.1
H -1.9393 13.7494 -24.3611 0.1 0.1 0.1
H -1.9149 17.7050 -26.7617 -0.1 -0.1 0.0
```
Positions in Å, forces in eV/Å.


ORCA calculation (ωB97M-V/def2-TZVPD) on a structure of composition C12H20O7RbS3 in a non-equilibrium geometry.

Its total charge is -1. The calculation puts the HOMO energy at -2.821 eV. For the energy above the lowest of the compared OMol25 structures with the same formula, charge and spin, the calculation gives 0.00 kcal/mol. The frontier orbital gap comes out at 4.642 eV.

Structure (XYZ):
```
43
Properties=species:S:1:pos:R:3:forces:R:3
Rb -0.2675 -13.8497 21.2728 0.4 0.1 -0.2
C 2.3862 -15.4210 19.7589 0.2 3.4 -0.2
C 2.6509 -14.0311 19.4238 0.2 -1.3 -0.4
C 3.3282 -13.7231 18.0495 -0.4 -0.2 -0.6
O 3.4729 -12.5359 17.7149 0.1 0.1 0.3
C 3.6661 -14.8220 17.2231 -0.5 1.4 0.9
C 3.3486 -16.1375 17.5516 2.3 -1.3 -1.5
C 2.7513 -16.4663 18.9121 -1.4 -1.8 1.0
O 2.5027 -17.6472 19.2733 0.5 0.6 -1.0
O 3.7453 -17.0682 16.7938 -1.1 0.1 0.8
O 2.3871 -13.0384 20.1247 -0.7 0.1 0.9
H 1.9441 -15.5850 20.7350 0.1 -0.5 0.1
H 4.2378 -14.5621 16.3433 -0.1 -0.4 -0.3
C -1.0679 -11.6541 18.3610 -0.5 -0.8 0.1
S -2.6051 -11.5073 19.3236 0.8 0.6 0.2
O -2.1826 -11.4812 20.7670 0.0 -0.5 -0.1
C -2.9805 -9.7830 18.9994 -0.2 -0.1 -1.0
H -1.2931 -11.6456 17.2936 0.0 0.3 0.0
H -0.7786 -12.6857 18.5719 0.2 0.1 0.0
H -0.2722 -10.9738 18.6538 -0.2 0.2 0.1
H -2.1300 -9.1381 19.2065 0.0 -0.1 0.4
H -3.8813 -9.5482 19.5611 0.2 0.2 0.2
H -3.2173 -9.6694 17.9365 0.0 -0.1 0.0
C 3.7150 -13.1323 23.5890 0.3 0.4 0.2
S 2.2570 -13.3702 24.6432 0.2 0.5 -0.4
O 1.1297 -13.7985 23.7646 -0.1 0.0 0.2
C 2.0018 -11.5798 25.0096 -0.6 -0.7 -0.3
H 4.4824 -12.6644 24.2130 -0.1 0.1 0.0
H 3.5000 -12.4927 22.7322 -0.3 -0.1 0.0
H 4.1487 -14.0641 23.2315 -0.5 -0.2 0.1
H 1.4535 -11.1107 24.1898 0.6 -0.1 -0.4
H 2.9879 -11.1626 25.1839 -0.2 0.3 0.2
H 1.2925 -11.4764 25.8309 0.5 -0.2 0.4
C -1.4811 -17.2316 17.8294 0.4 0.4 -0.1
S -1.8004 -15.4431 17.6215 1.1 -0.5 1.0
O -1.6460 -14.8610 19.0208 -0.3 -0.1 -0.8
C -0.2515 -15.0438 16.7377 -0.2 -1.0 0.4
H -1.5224 -17.6975 16.8452 -0.1 -0.1 0.0
H -2.2068 -17.6643 18.5122 -0.2 0.2 -0.1
H -0.4804 -17.3637 18.2475 0.0 0.1 0.0
H -0.0548 -15.8314 16.0061 -0.4 0.4 -0.5
H 0.6265 -15.1562 17.3842 -0.3 0.5 0.4
H -0.4031 -14.0466 16.3435 0.4 0.0 -0.3
```
Positions in Å, forces in eV/Å.


ORCA calculation (ωB97M-V/def2-TZVPD) on an isolated molecule of C12H20OS in a non-equilibrium geometry.

The structure (SMILES) is CCC[C@H]1CC=C(C=O)[C@@H](CCC)S1. The calculation puts the HOMO energy at -8.545 eV. For the energy above the lowest of the compared OMol25 structures with the same formula, charge and spin, the calculation gives 35.22 kcal/mol. The frontier orbital gap comes out at 8.596 eV.

Structure (XYZ):
```
34
Properties=species:S:1:pos:R:3:forces:R:3
C 3.2899 2.9661 0.6904 0.6 -0.7 0.5
C 2.3770 2.8987 -0.5538 -0.4 -0.2 1.6
C 1.8009 1.4870 -0.8223 -1.2 2.0 -0.5
C 1.1186 0.7608 0.2908 1.7 -1.1 3.3
C -0.1222 1.3937 0.7599 -3.8 0.3 1.3
C -0.9570 0.5766 1.8284 1.2 -2.8 -2.2
C -1.1914 -0.8084 1.7707 1.8 5.8 1.2
C -1.9567 -1.3553 2.8256 -2.1 -3.1 -0.7
O -2.3977 -2.5021 2.6879 0.5 0.9 0.8
C -0.6903 -1.6493 0.7156 0.4 1.2 -1.5
C -1.6848 -1.6544 -0.3740 -1.1 -0.4 -4.0
C -1.4068 -2.7273 -1.5358 -0.3 -0.9 2.0
C -1.8994 -2.5068 -2.9871 2.0 0.5 0.9
S 0.8703 -1.0711 -0.0215 1.3 0.2 -0.5
H 4.3231 2.5713 0.5282 -0.8 0.3 -0.1
H 2.9241 2.4563 1.6282 0.0 0.2 -1.2
H 3.3639 3.9902 1.0029 0.4 0.7 0.0
H 2.8947 3.2024 -1.4725 0.0 0.1 0.4
H 1.5643 3.6260 -0.3619 0.2 -0.4 -0.3
H 2.6151 0.9688 -1.1993 1.3 -1.6 -0.9
H 1.0841 1.7151 -1.6197 0.0 -0.8 -0.2
H 1.7823 0.7442 1.2307 -0.5 0.0 -1.5
H -0.0798 2.3976 1.2866 0.6 -0.9 -1.2
H -0.7751 1.4557 -0.1502 0.1 0.4 0.7
H -1.3260 1.1627 2.6296 -0.5 0.2 0.8
H -2.3014 -0.7722 3.6576 0.1 0.7 0.7
H -0.5954 -2.6512 1.0354 0.6 -1.1 0.6
H -2.6602 -1.8882 -0.0012 -0.7 -0.1 0.5
H -1.7930 -0.7072 -0.9223 0.3 0.2 0.7
H -0.3289 -3.0237 -1.5179 -0.8 0.3 -0.1
H -1.9994 -3.5885 -1.0953 0.9 0.3 -0.9
H -2.9757 -2.4084 -2.9505 -0.2 0.1 -0.6
H -1.3348 -1.6576 -3.4770 -1.0 -0.6 0.6
H -1.5321 -3.4014 -3.5059 -0.7 0.1 -0.2
```
Positions in Å, forces in eV/Å.


ORCA calculation (ωB97M-V/def2-TZVPD) on a cluster of 2 separate species, C12H20OSi in total in a non-equilibrium geometry.

The calculation puts the HOMO energy (alpha / beta) at -6.737 / -7.814 eV. For the energy above the lowest of the compared OMol25 structures with the same formula, charge and spin, the calculation gives 99.39 kcal/mol. The frontier orbital gap (alpha / beta) comes out at 6.783 / 7.965 eV.

Structure (XYZ):
```
34
Properties=species:S:1:pos:R:3:forces:R:3
C 4.8624 0.1121 0.1897 1.8 2.1 1.0
C 4.0627 -0.5954 1.0679 -0.5 -2.4 -1.5
C 4.4214 0.5444 -1.0484 -1.2 0.3 -0.3
C 2.7303 -1.0027 0.6347 2.8 2.4 -0.4
C 3.0918 0.2309 -1.4452 1.2 -0.2 -0.2
C 2.3172 -0.5309 -0.5878 -2.0 0.4 -0.1
C -0.3101 -3.3205 -0.2927 1.9 -0.6 0.0
C -1.0537 2.3800 -0.5387 0.7 1.9 -1.8
C -2.8349 1.3738 0.7297 0.2 -0.8 -1.1
C -0.4275 1.2320 1.5440 0.4 0.8 0.0
C -1.3216 -2.2440 -0.0151 0.0 3.2 1.1
C -1.3501 1.2114 0.3330 -1.6 -0.8 0.7
O -1.5545 -0.0444 -2.2960 -0.4 0.1 1.4
Si -1.0438 -0.3294 -0.7294 1.9 -2.2 -0.3
H 5.8579 0.5990 0.5947 -1.8 -1.6 -0.9
H 4.6739 -1.2159 1.7296 -0.8 0.6 1.0
H 5.0933 1.1857 -1.6211 -0.4 -0.2 -0.2
H 2.0405 -1.3528 1.3247 -1.0 -1.3 1.1
H 2.7019 0.5245 -2.4251 0.2 0.1 0.4
H 0.2836 -3.0842 -1.1987 -0.2 -0.1 0.4
H 0.4824 -3.5121 0.5272 -1.4 0.6 -1.1
H -0.7832 -4.2823 -0.4857 -0.1 0.0 0.1
H 0.0156 2.2859 -0.7898 -0.2 0.5 -0.3
H -1.6486 2.4263 -1.5868 1.1 0.0 2.7
H -1.1468 3.3337 0.1087 -0.1 -1.2 -1.3
H -3.0090 0.9892 1.6961 -0.4 -0.5 1.2
H -3.4329 0.8039 0.0206 -0.5 0.1 0.0
H -3.1682 2.4026 0.6640 0.1 0.2 0.1
H -0.5749 2.1096 2.1623 -0.4 0.6 -0.1
H -0.3521 0.4571 2.2846 -0.7 -1.1 -0.1
H 0.5590 1.3345 1.1641 1.2 0.1 -0.3
H -1.4208 -1.9893 1.0515 0.8 0.0 0.2
H -2.3565 -2.4688 -0.1195 -0.9 -0.7 -1.1
H -1.0435 -0.2520 -3.0665 0.4 -0.3 -0.3
```
Positions in Å, forces in eV/Å.


ORCA calculation (ωB97M-V/def2-TZVPD) on the ion C12H20P with charge +1 in a non-equilibrium geometry.

Its total charge is +1. The calculation puts the HOMO energy at -13.424 eV. For the energy above the lowest of the compared OMol25 structures with the same formula, charge and spin, the calculation gives 30.20 kcal/mol. The frontier orbital gap comes out at 10.108 eV.

Structure (XYZ):
```
33
Properties=species:S:1:pos:R:3:forces:R:3
C -1.7796 -0.2905 -2.5101 2.5 0.4 4.4
C -3.2631 -2.0564 0.5157 0.5 0.1 -3.5
C -2.0790 2.4171 1.1768 0.8 1.2 2.1
C -2.0849 0.3306 -1.3218 -0.5 -1.3 -1.1
C -2.3681 -1.2980 1.0811 0.2 -0.1 3.8
C -1.4189 1.3096 1.5126 -1.7 0.9 -3.2
C 3.3381 0.2962 -0.0114 -0.9 -1.6 0.7
C 2.8015 -0.9472 0.6800 -0.8 -0.4 -0.2
C 2.4835 0.5941 -1.2043 1.0 -1.6 -0.4
C 1.3471 -0.8118 1.1107 0.2 -0.4 3.3
C 1.0892 0.9437 -0.7088 0.3 -1.8 -0.5
C 0.5930 -0.3730 -0.0919 -2.9 0.2 -0.8
P -1.3458 -0.0767 0.3312 1.5 0.4 -1.4
H -2.0001 0.1206 -3.4482 -1.1 0.0 -1.2
H -0.9391 -1.0131 -2.4070 -0.7 0.4 -0.8
H -3.7757 -2.8236 0.9724 -1.3 -1.2 1.5
H -3.3958 -2.0684 -0.5785 0.1 0.2 0.4
H -2.1489 3.3618 1.8161 0.2 -1.7 -0.7
H -2.5513 2.5064 0.2708 -1.1 0.3 -2.1
H -2.9985 0.9052 -1.3072 0.1 0.7 0.1
H -2.3986 -1.3663 2.2471 0.7 0.3 -2.1
H -0.9833 1.3758 2.4247 1.7 -0.9 2.6
H 3.2412 1.0364 0.7316 0.5 1.4 0.7
H 4.3208 -0.0511 -0.1302 1.8 0.7 -1.0
H 2.7862 -1.7818 -0.0150 0.1 -0.2 -0.5
H 3.4842 -1.3058 1.4263 0.1 0.2 0.9
H 2.7338 1.4499 -1.7579 1.2 1.1 -0.8
H 2.6294 -0.3340 -1.9095 -1.0 1.7 1.0
H 1.0542 -1.7464 1.6396 -0.3 -0.1 -1.3
H 1.1401 -0.1982 2.0688 0.7 0.3 -1.8
H 1.1449 1.7354 0.0128 -0.1 0.6 0.2
H 0.6011 1.2094 -1.6361 -1.0 0.3 0.3
H 0.7424 -1.0497 -0.9806 -0.8 -0.1 1.2
```
Positions in Å, forces in eV/Å.


ORCA calculation (ωB97M-V/def2-TZVPD) on a structure of composition C12H21AuBF2NO3PS2 in a non-equilibrium geometry.

The calculation puts the HOMO energy (alpha / beta) at -7.983 / -8.552 eV. For the energy above the lowest of the compared OMol25 structures with the same formula, charge and spin, the calculation gives 31.44 kcal/mol. Its expectation value of S² is 0.754. The spin multiplicity is 2. The frontier orbital gap (alpha / beta) comes out at 8.369 / 6.792 eV.

Structure (XYZ):
```
44
Properties=species:S:1:pos:R:3:forces:R:3
Au 0.2086 -0.7846 -1.8713 0.1 0.3 0.1
C 2.8156 -2.8732 3.3828 0.0 0.1 0.0
C 2.9761 -2.3708 1.9654 -0.1 -0.1 0.1
O 2.8209 -0.9409 1.9402 0.2 -0.2 -0.1
P 1.6784 -0.2304 1.0731 1.6 1.0 0.1
S 0.0165 -0.1975 2.1094 -0.2 -0.8 -1.2
S 2.4778 -0.6879 -0.9554 -1.9 -0.2 1.3
O 2.1451 1.3008 1.2096 0.2 0.1 -0.2
C 3.4798 1.7535 0.9345 0.0 0.1 0.0
C 3.4028 3.1714 0.4149 -0.1 -0.1 0.0
H 2.9702 -3.9526 3.4068 0.0 0.0 0.0
H 1.8192 -2.6416 3.7572 0.0 0.0 0.0
H 3.5505 -2.4001 4.0341 0.0 0.0 0.0
H 2.2455 -2.8375 1.3010 0.0 0.0 0.0
H 3.9750 -2.5894 1.5871 0.0 0.0 -0.1
H 3.9518 1.0960 0.2050 0.0 0.0 0.0
H 4.0496 1.7136 1.8642 -0.1 -0.1 0.0
H 2.9521 3.1959 -0.5778 0.0 0.0 0.0
H 4.4041 3.5994 0.3598 0.0 0.0 -0.1
H 2.8015 3.7828 1.0885 0.0 0.0 0.0
O -1.5475 -2.5788 -0.9354 0.0 0.1 0.0
C -2.4859 -2.0540 0.0069 -0.2 -0.1 0.1
C -3.6932 -1.4044 -0.6499 0.2 0.0 -0.2
C -3.3399 -0.3535 -1.7151 0.0 0.0 0.2
C -2.6922 0.8779 -1.1445 0.0 0.0 -0.1
C -3.4628 1.9578 -0.7276 0.0 0.0 0.1
C -2.8423 3.0840 -0.2164 0.0 -0.1 0.0
C -1.4607 3.1056 -0.1216 -0.1 0.1 0.0
C -0.7590 2.0012 -0.5608 0.0 -0.1 0.0
N -1.3564 0.9156 -1.0594 -0.1 -0.2 -0.1
H -2.0141 -3.1070 -1.5928 0.0 0.0 0.0
H -1.9332 -1.3409 0.6151 0.1 0.0 0.0
H -2.8278 -2.8641 0.6583 0.0 0.1 0.1
H -4.3017 -0.9482 0.1350 -0.1 -0.1 0.0
H -4.2940 -2.1820 -1.1332 -0.1 0.0 0.1
H -4.2606 -0.0647 -2.2238 0.1 0.0 -0.1
H -2.6632 -0.7960 -2.4474 -0.1 0.0 -0.1
H -4.5406 1.9113 -0.8130 0.0 0.0 0.0
H -3.4337 3.9328 0.1015 0.0 0.0 0.0
H -0.9395 3.9653 0.2742 0.1 0.0 0.0
H 0.3225 1.9720 -0.5214 0.0 0.0 0.1
F 0.8987 -0.6457 -4.8168 0.2 0.1 0.3
B 0.0044 -0.9960 -3.9051 0.0 -0.1 -0.5
F -1.1185 -1.4950 -4.4359 -0.1 -0.1 0.3
```
Positions in Å, forces in eV/Å.